*P*
{"formula": "C5H15N2", "method": "ωB97M-V/def2-TZVPD", "orbital_gap_ev": 10.9, "lumo_energy_ev": -2.8, "total_charge": 1, "smiles": "CCC[NH2+]CCN", "elements": ["H", "H", "C", "C", "H", "H", "H", "N", "H", "H", "C", "H", "H", "H", "H", "C", "N", "H", "C", "H", "H", "H"], "coordinates": [[0.800, 0.287, -0.927], [-2.069, -2.244, -1.125], [-0.089, -2.225, -0.541], [0.197, 2.284, 0.657], [-0.041, 3.400, -0.954], [1.636, 0.674, 0.097], [0.593, -1.612, 1.347], [0.177, 2.357, -0.853], [-2.040, -2.404, 0.571], [1.099, 2.725, 1.015], [-0.305, 0.835, 0.835], [-0.105, -1.855, -1.657], [-0.291, 0.568, 1.936], [-0.491, 1.902, -1.400], [-1.317, 0.402, 0.505], [-1.478, -2.009, -0.254], [0.817, 0.035, 0.030], [0.348, -3.227, -0.493], [0.880, -1.494, 0.337], [-0.622, 3.101, 0.828], [1.886, -1.863, 0.083], [-1.569, -0.938, -0.278]], "lowdin_charge": [0.116, 0.094, -0.268, -0.204, 0.121, 0.172, 0.117, -0.049, 0.098, 0.111, -0.086, 0.166, 0.143, 0.046, 0.127, -0.120, 0.053, 0.130, -0.091, 0.151, 0.140, 0.035]}

---

*Q*
{"formula": "C5H15N2", "method": "ωB97M-V/def2-TZVPD", "orbital_gap_ev": 11.6, "lumo_energy_ev": -3.2, "total_charge": 1, "elements": ["H", "H", "C", "H", "H", "H", "H", "H", "H", "H", "N", "H", "H", "C", "H", "C", "H", "C", "N", "H", "H", "C"], "coordinates": [[0.600, 3.706, 0.374], [0.672, -3.403, -0.472], [0.413, 1.656, 1.020], [-3.206, -1.008, -0.525], [2.017, -2.164, -1.014], [2.047, 3.057, 1.122], [-1.268, -1.786, 1.029], [-1.978, -0.782, -1.759], [-1.368, -2.784, -0.457], [-1.998, 0.210, -0.270], [0.200, -1.442, -0.475], [0.634, 3.499, 2.128], [-0.675, 1.644, 1.102], [0.958, 3.069, 1.183], [0.753, 0.992, 1.815], [-2.152, -0.789, -0.683], [0.273, 1.606, -1.034], [-1.181, -1.788, -0.055], [0.769, 1.094, -0.306], [0.503, -0.098, -0.370], [1.760, 1.226, -0.493], [1.005, -2.393, -0.704]], "lowdin_charge": [0.083, 0.105, -0.253, 0.086, 0.098, 0.083, 0.124, 0.084, 0.113, 0.054, -0.059, 0.088, 0.113, -0.073, 0.125, -0.076, 0.146, -0.223, 0.082, 0.086, 0.141, 0.073]}

---

*R*
{"formula": "C5H15N2", "method": "ωB97M-V/def2-TZVPD", "orbital_gap_ev": 11.0, "lumo_energy_ev": -2.8, "total_charge": 1, "smiles": "CNC[C@@H](C)[NH2+]C", "elements": ["H", "H", "C", "C", "H", "H", "H", "H", "C", "H", "H", "C", "H", "H", "N", "H", "N", "H", "C", "H", "H", "H"], "coordinates": [[1.496, -2.294, 1.510], [1.913, -0.093, -0.996], [2.035, -1.347, 1.595], [-1.922, 1.422, 0.758], [1.768, 0.614, 1.199], [-0.822, -1.064, -2.291], [0.826, -1.421, -0.600], [3.024, -1.442, 1.140], [-0.709, 0.020, -2.219], [-1.183, 2.186, 0.936], [-1.982, -0.428, -0.109], [1.042, -0.376, -0.415], [-0.016, 1.499, -0.871], [-0.690, -0.194, 0.992], [-1.247, 0.199, 0.202], [-2.403, 1.118, 1.693], [1.247, -0.241, 1.032], [2.181, -1.187, 2.653], [-0.195, 0.424, -0.848], [-1.673, 0.494, -2.409], [-0.025, 0.344, -2.994], [-2.665, 1.767, 0.043]], "lowdin_charge": [0.088, 0.139, -0.096, 0.023, 0.123, 0.095, 0.126, 0.090, -0.028, 0.099, 0.174, -0.173, 0.149, 0.145, 0.013, 0.111, -0.135, 0.082, -0.321, 0.091, 0.098, 0.106]}

---

*S*
{"formula": "C5H15N2", "method": "ωB97M-V/def2-TZVPD", "orbital_gap_ev": 10.9, "lumo_energy_ev": -2.9, "total_charge": 1, "smiles": "CC[N@@H+](C)CCN", "elements": ["H", "H", "H", "H", "H", "H", "N", "C", "H", "N", "H", "C", "H", "H", "H", "H", "H", "H", "C", "C", "H", "C"], "coordinates": [[-0.579, 0.357, 1.439], [-0.223, 2.481, -1.131], [-1.316, -0.998, -1.450], [2.202, -0.554, 1.798], [-1.772, 2.875, -0.786], [2.418, -0.810, -1.127], [0.383, -0.312, -0.370], [-1.745, 1.011, -0.565], [-0.333, 0.595, -2.133], [-1.039, 2.290, -0.423], [0.958, 0.503, -0.242], [1.167, -0.666, 2.088], [0.906, -1.690, -1.695], [1.099, 0.072, 2.791], [1.040, -1.596, 2.750], [-2.107, 0.453, 0.276], [-2.649, 1.197, -1.283], [1.603, -2.123, -0.189], [0.018, -0.488, 1.157], [-0.790, -0.021, -1.224], [-0.689, -1.295, 1.173], [1.447, -1.283, -0.852]], "lowdin_charge": [0.103, 0.125, 0.158, 0.091, 0.064, 0.128, -0.145, -0.276, 0.172, -0.009, 0.146, -0.062, 0.091, 0.049, 0.132, 0.087, 0.160, 0.102, -0.140, -0.138, 0.128, 0.035]}

---

Ordering by calculated energy gives the sequence *R*, *Q*, *S*, *P*, with the first entry being the most stable.

---

*P*
{"formula": "C5H15N2", "method": "ωB97M-V/def2-TZVPD", "orbital_gap_ev": 11.0, "lumo_energy_ev": -3.0, "total_charge": 1, "smiles": "CCC[NH2+]CCN", "elements": ["H", "N", "H", "C", "H", "H", "H", "H", "C", "H", "C", "H", "C", "H", "H", "H", "H", "H", "H", "C", "N", "H"], "coordinates": [[0.569, -0.685, -2.677], [-0.640, 0.215, 0.262], [-0.407, 2.237, 0.080], [-0.417, -1.313, 2.166], [-1.608, 0.384, 2.093], [0.173, 2.380, -2.189], [-0.941, 1.098, -2.194], [-1.607, 0.233, -0.040], [-0.593, 0.180, 1.763], [-1.393, -1.728, 2.044], [0.951, 0.329, -2.556], [1.328, -2.311, 1.438], [0.075, 1.353, -1.853], [-0.095, -2.845, 0.752], [1.820, 0.131, -1.921], [1.079, 1.437, 0.119], [1.349, 0.683, -3.502], [-0.072, -1.269, 3.199], [0.140, 0.892, 2.120], [0.096, 1.365, -0.348], [0.361, -2.101, 1.250], [-0.165, -0.667, -0.004]], "lowdin_charge": [0.077, 0.026, 0.138, -0.219, 0.130, 0.122, 0.117, 0.179, -0.097, 0.113, -0.091, 0.097, -0.229, 0.093, 0.075, 0.139, 0.083, 0.130, 0.129, -0.154, 0.008, 0.134]}

---

*Q*
{"formula": "C5H15N2", "method": "ωB97M-V/def2-TZVPD", "orbital_gap_ev": 10.6, "lumo_energy_ev": -3.1, "total_charge": 1, "smiles": "CNCC[C@H](C)[NH3+]", "elements": ["H", "H", "C", "H", "C", "H", "H", "N", "H", "H", "C", "H", "C", "H", "C", "N", "H", "H", "H", "H", "H", "H"], "coordinates": [[-1.990, -0.461, 0.695], [-2.094, -2.675, 0.940], [-0.426, 1.092, 0.410], [0.224, 2.247, -2.072], [0.854, 2.326, -1.135], [-0.807, -0.480, 1.937], [-1.320, 1.484, -0.253], [-0.466, -1.570, 0.125], [-1.046, -1.417, -0.713], [-0.427, -3.605, 0.934], [-0.933, -2.727, 1.061], [1.641, 1.293, 0.624], [-0.923, -0.312, 0.853], [1.122, -1.061, -0.341], [0.890, 1.195, -0.171], [1.283, -0.112, -0.974], [2.291, -0.097, -1.305], [-0.423, 1.846, 1.216], [1.892, 2.218, -1.515], [0.699, -0.138, -1.793], [-0.608, -2.448, 2.120], [0.566, 3.402, -0.643]], "lowdin_charge": [0.108, 0.125, -0.180, 0.109, -0.080, 0.111, 0.162, -0.170, 0.115, 0.034, -0.039, 0.165, -0.202, 0.184, -0.394, 0.149, 0.179, 0.141, 0.084, 0.131, 0.102, 0.168]}

---

Ordering by calculated energy gives the sequence *P*, *Q*, with the first entry being the most stable.

---

*P*
{"formula": "C5H15N2", "method": "ωB97M-V/def2-TZVPD", "orbital_gap_ev": 7.4, "lumo_energy_ev": -3.8, "total_charge": 1, "elements": ["C", "H", "H", "C", "H", "H", "H", "H", "H", "H", "H", "C", "H", "N", "H", "H", "C", "C", "H", "H", "H", "N"], "coordinates": [[-2.171, 2.689, -0.687], [1.242, -3.995, -0.001], [-0.777, -0.620, -0.407], [0.730, -1.964, 0.030], [2.510, -3.020, -0.400], [-1.194, 3.791, 0.719], [-0.402, -1.838, -1.745], [0.870, 2.634, 0.726], [-2.724, 2.000, -0.033], [-1.913, 2.147, -1.598], [0.302, 1.668, -0.631], [-0.190, -1.458, -0.755], [-2.839, 3.500, -0.965], [-0.962, 3.219, -0.082], [0.543, -0.796, 1.788], [-0.412, 1.445, 0.988], [1.197, -1.565, 1.386], [-0.017, 2.193, 0.273], [2.214, -1.171, 1.334], [1.301, -3.294, -1.499], [1.193, -2.417, 2.067], [1.500, -3.145, -0.509]], "lowdin_charge": [-0.150, 0.180, 0.076, -0.335, 0.177, 0.104, 0.090, 0.080, 0.073, 0.073, 0.068, 0.119, 0.079, -0.182, 0.090, 0.061, -0.020, -0.178, 0.102, 0.168, 0.096, 0.231]}

---

*Q*
{"formula": "C5H15N2", "method": "ωB97M-V/def2-TZVPD", "orbital_gap_ev": 11.6, "lumo_energy_ev": -2.8, "total_charge": 1, "elements": ["H", "H", "H", "H", "N", "H", "H", "C", "H", "H", "C", "H", "C", "H", "N", "C", "H", "H", "H", "H", "C", "H"], "coordinates": [[-0.738, -0.687, -2.815], [-0.676, 2.464, -1.049], [0.914, -0.168, -3.223], [1.866, -0.679, 2.358], [0.166, 0.546, -1.374], [1.711, 0.754, 1.337], [-0.106, 0.067, -0.433], [-0.163, 0.018, 2.133], [1.076, 0.976, -1.225], [-1.053, -2.553, 0.173], [1.337, 0.260, 2.233], [1.539, 0.905, 3.084], [-0.817, -1.957, 1.054], [0.655, -1.414, -1.978], [-0.485, -0.749, 0.930], [0.263, -0.507, -2.423], [-0.736, 1.911, -2.716], [-0.673, 0.977, 2.069], [-1.830, 1.186, -1.503], [-0.508, -0.493, 3.033], [-0.841, 1.596, -1.685], [-0.900, -2.452, 2.020]], "lowdin_charge": [0.105, 0.102, 0.104, 0.081, -0.086, 0.059, 0.087, -0.265, 0.160, 0.086, -0.076, 0.084, 0.026, 0.095, -0.072, -0.010, 0.101, 0.114, 0.105, 0.114, -0.013, 0.098]}

---

*R*
{"formula": "C5H15N2", "method": "ωB97M-V/def2-TZVPD", "orbital_gap_ev": 6.2, "lumo_energy_ev": -7.0, "total_charge": 1, "elements": ["H", "H", "H", "H", "N", "C", "H", "C", "N", "H", "H", "H", "C", "C", "H", "H", "H", "C", "H", "H", "H", "H"], "coordinates": [[1.863, -0.924, 2.399], [0.182, -2.118, 0.370], [-3.228, 0.031, -0.518], [-0.953, -1.519, -1.654], [2.762, 2.513, -0.195], [-2.008, -1.223, -1.890], [-1.427, 0.222, 1.186], [-0.042, -1.052, 0.231], [1.377, -0.097, 2.065], [-1.984, -1.480, 0.938], [2.885, 2.647, -1.190], [-2.135, -0.856, -2.900], [1.096, -0.151, 0.639], [-1.413, -0.651, 0.518], [-1.743, 0.823, -1.024], [0.554, 0.013, 2.650], [-2.630, -2.102, -1.715], [-2.186, -0.154, -0.779], [3.645, 2.267, 0.232], [2.001, -0.470, 0.109], [0.898, 0.874, 0.330], [2.486, 3.405, 0.198]], "lowdin_charge": [0.102, 0.152, 0.115, 0.069, 0.022, -0.051, 0.141, 0.141, 0.108, 0.139, 0.020, 0.086, -0.282, -0.163, 0.119, 0.096, 0.093, -0.179, 0.022, 0.133, 0.096, 0.022]}

---

*S*
{"formula": "C5H15N2", "method": "ωB97M-V/def2-TZVPD", "orbital_gap_ev": 9.9, "lumo_energy_ev": -2.8, "total_charge": 1, "elements": ["H", "C", "C", "N", "H", "C", "H", "H", "H", "H", "H", "N", "H", "H", "H", "H", "H", "H", "H", "H", "C", "C"], "coordinates": [[1.943, -1.124, -1.344], [-1.196, 1.746, -0.186], [-0.279, -2.170, -0.240], [1.940, -1.163, -0.310], [-2.062, 2.119, -2.102], [0.348, 1.208, 1.719], [-2.070, 1.911, 0.441], [-0.837, -0.121, 0.628], [-0.594, -1.598, -1.108], [-0.586, 2.660, -0.222], [-0.555, 1.242, -2.200], [-0.316, 0.730, 0.484], [0.400, 0.465, -0.205], [1.326, -2.614, 1.140], [-2.083, 0.434, -1.667], [2.854, -1.239, 0.085], [0.931, 0.329, 2.049], [-0.416, 1.455, 2.493], [-1.011, -2.786, 0.291], [0.956, 2.090, 1.454], [1.027, -2.133, 0.179], [-1.493, 1.318, -1.630]], "lowdin_charge": [0.116, -0.169, -0.034, 0.023, 0.093, 0.004, 0.135, 0.121, 0.047, 0.132, 0.094, -0.052, 0.117, 0.125, 0.067, 0.083, 0.100, 0.121, 0.066, 0.114, -0.245, -0.056]}

---

Ordering by calculated energy gives the sequence *Q*, *S*, *P*, *R*, with the first entry being the most stable.

---

*P*
{"formula": "C5H15N2", "method": "ωB97M-V/def2-TZVPD", "orbital_gap_ev": 7.5, "lumo_energy_ev": -3.6, "total_charge": 1, "elements": ["H", "H", "H", "H", "H", "N", "H", "N", "H", "C", "H", "H", "H", "H", "H", "C", "C", "H", "H", "H", "C", "C"], "coordinates": [[0.407, -0.231, -0.946], [4.105, 0.946, -1.400], [-3.232, 0.394, -1.962], [-0.974, 0.665, 2.040], [-3.609, -1.231, -1.161], [2.505, -0.225, -0.649], [-2.508, -1.603, 0.925], [-1.868, -0.822, 0.876], [0.966, 0.819, 0.371], [-3.060, -0.301, -1.159], [-1.725, 0.981, -0.222], [-0.991, -0.937, 2.768], [-2.461, 0.038, 2.733], [0.946, -0.958, 0.587], [3.121, -0.587, 0.078], [-2.212, 0.011, -0.183], [3.070, 1.084, -1.115], [2.994, 1.788, -0.289], [2.536, -0.903, -1.409], [2.466, 1.449, -1.940], [-1.570, -0.236, 2.168], [1.095, -0.141, -0.110]], "lowdin_charge": [0.098, 0.106, 0.047, 0.068, 0.056, -0.034, 0.124, -0.110, 0.096, 0.002, 0.103, 0.078, 0.086, 0.102, 0.176, -0.290, 0.011, 0.107, 0.179, 0.111, -0.115, -0.002]}

---

*Q*
{"formula": "C5H15N2", "method": "ωB97M-V/def2-TZVPD", "orbital_gap_ev": 11.3, "lumo_energy_ev": -3.0, "total_charge": 1, "elements": ["H", "C", "H", "H", "H", "H", "H", "H", "H", "N", "C", "C", "H", "H", "H", "H", "H", "H", "C", "H", "C", "N"], "coordinates": [[-0.254, -2.081, 0.437], [-1.192, -0.291, -1.196], [-0.506, 1.446, -2.114], [2.063, -0.984, 1.290], [-1.450, 1.799, -0.803], [1.006, 0.702, 2.599], [-0.505, -0.306, 2.172], [0.750, -0.508, -2.069], [-1.837, -0.410, -2.071], [-0.284, 1.584, 1.231], [0.611, -1.592, -0.060], [1.271, -0.437, 0.761], [-0.122, 1.184, -0.017], [-1.155, 1.910, 1.639], [-1.652, -0.589, -0.241], [0.383, 2.335, 1.416], [1.672, 0.352, 0.128], [0.205, -1.992, -2.177], [0.076, -1.140, -1.457], [1.350, -2.397, -0.119], [0.363, 0.293, 1.837], [-0.793, 1.125, -1.186]], "lowdin_charge": [0.118, -0.201, 0.144, 0.117, 0.121, 0.106, 0.125, 0.111, 0.122, 0.027, -0.191, -0.162, 0.121, 0.128, 0.125, 0.128, 0.110, 0.132, -0.183, 0.109, -0.127, 0.019]}

---

*R*
{"formula": "C5H15N2", "method": "ωB97M-V/def2-TZVPD", "orbital_gap_ev": 7.9, "lumo_energy_ev": -3.7, "total_charge": 1, "smiles": "CNCCCC[NH3+]", "elements": ["H", "H", "C", "H", "H", "N", "C", "H", "C", "H", "N", "C", "H", "H", "H", "H", "H", "H", "H", "C", "H", "H"], "coordinates": [[-1.500, 0.992, 1.372], [-0.744, -0.601, 1.074], [0.317, 1.066, 0.223], [3.043, 0.457, 0.561], [0.137, 2.127, 0.051], [2.810, -0.519, 0.779], [1.852, -0.941, -0.277], [-3.990, 0.250, -1.007], [-1.031, 0.355, 0.610], [-1.580, -0.539, -1.120], [-1.929, 0.175, -0.500], [-3.340, -0.116, -0.213], [2.516, -0.471, 1.757], [-3.669, 0.249, 0.756], [2.425, -1.336, -1.111], [3.646, -1.103, 0.757], [1.630, 0.827, -1.559], [1.153, -1.694, 0.089], [0.864, 0.989, 1.189], [1.045, 0.234, -0.849], [-3.470, -1.210, -0.248], [0.294, -0.255, -1.466]], "lowdin_charge": [0.125, 0.106, -0.163, 0.175, 0.119, 0.191, -0.148, 0.076, -0.257, 0.086, -0.132, -0.101, 0.174, 0.080, 0.136, 0.176, 0.124, 0.135, 0.094, -0.181, 0.080, 0.102]}

---

*S*
{"formula": "C5H15N2", "method": "ωB97M-V/def2-TZVPD", "orbital_gap_ev": 5.7, "lumo_energy_ev": -7.0, "total_charge": 1, "elements": ["H", "H", "C", "N", "N", "C", "H", "H", "H", "H", "H", "H", "H", "H", "C", "H", "H", "H", "C", "C", "H", "H"], "coordinates": [[1.324, -0.159, 0.083], [3.341, -1.501, 2.519], [1.096, 0.146, -0.941], [3.258, -1.357, 1.530], [1.661, 1.493, -1.170], [-1.898, 0.266, 0.913], [3.990, -1.779, 0.986], [-1.160, -0.163, 1.593], [2.203, 1.495, -2.029], [1.459, -0.597, -1.638], [0.943, 2.204, -1.270], [-0.763, 0.211, -2.093], [-2.883, -1.744, 0.935], [-2.069, -1.197, -0.571], [-2.694, -0.902, 0.282], [-0.561, 1.815, 0.379], [-2.493, 0.941, 1.525], [2.358, -1.557, 1.156], [-1.170, 1.103, -0.187], [-0.360, 0.305, -1.083], [-3.654, -0.627, -0.136], [-1.926, 1.605, -0.783]], "lowdin_charge": [0.099, 0.014, -0.218, 0.031, 0.121, -0.180, 0.014, 0.116, 0.108, 0.137, 0.085, 0.156, 0.086, 0.065, -0.062, 0.150, 0.121, -0.030, -0.157, 0.118, 0.085, 0.140]}

---

Ordering by calculated energy gives the sequence *R*, *P*, *Q*, *S*, with the first entry being the most stable.